(1)
The following is a DFT calculation (ωB97M-V with the def2-TZVPD basis set) of an isolated molecule of C14H13N3O3.

Structure (XYZ):
```
33
Properties=species:S:1:pos:R:3:forces:R:3
C -0.3486 -2.0351 2.3459 4.07 3.74 -7.68
C -1.3533 -1.7445 1.2566 -1.75 1.01 -1.14
H -2.0529 -2.4746 1.1866 -2.27 -2.74 0.45
H -2.0000 -0.8763 1.5432 0.81 -0.20 -0.63
C -0.9137 -1.7067 -0.3032 -1.65 7.40 6.59
N -0.1370 -0.4615 -0.1816 0.39 1.68 -1.09
C 1.1831 -0.5402 -0.1897 1.13 6.98 -2.77
C 1.7745 0.9052 -0.4824 -0.61 -3.63 3.20
C 3.1422 1.0705 -0.5771 0.73 -0.15 0.08
N 4.0214 -0.0208 -0.6011 0.69 10.75 -0.22
N 3.3916 -1.0006 -0.5697 -1.11 -14.44 -0.55
C 2.0221 -1.4726 -0.5848 2.98 -9.06 0.56
O 1.8185 -2.9286 -0.6153 1.13 7.02 -0.13
H 4.1487 -1.8612 -0.6483 -3.26 1.65 0.29
H 3.6588 1.9975 -0.6185 -0.01 0.77 -0.07
C 0.6098 1.7354 -0.1077 3.72 -5.67 -3.46
C 0.5843 2.9907 -0.1292 -0.84 12.40 -0.58
C -0.7522 3.6327 0.0185 12.30 9.65 0.20
C -1.7395 2.9723 -0.0638 -14.97 -7.77 1.99
C -1.7710 1.5386 0.0696 0.96 -1.46 -2.49
C -0.5160 0.9362 -0.2507 -3.81 -1.87 3.69
H -2.7407 0.9639 0.1484 1.33 0.79 -0.16
H -2.8253 3.4341 0.1432 2.47 -0.78 -0.79
H -0.9067 4.8076 0.1533 1.02 -2.61 -0.54
H 1.4181 3.9576 -0.4782 -1.91 -3.87 1.55
C -1.9563 -1.4453 -1.2093 -6.99 -4.34 -2.75
O -3.1341 -2.1018 -1.0681 6.44 4.48 -1.40
O -1.5847 -0.7165 -2.3549 -2.70 -2.05 1.97
H -2.4043 -0.9153 -2.8802 0.85 0.64 -0.06
H -0.2778 -2.4375 -0.3331 3.57 -4.68 -1.56
H 0.2782 -1.0706 2.3166 -0.50 -1.65 1.17
H -0.8557 -2.2824 3.1101 -3.12 -1.30 6.08
H 0.2185 -2.8500 1.9546 0.94 -0.66 0.25
```
Forces are in eV/Å.

Computed properties:
Frontier orbital gap, eV: 7.2
Highest occupied orbital energy, eV: -7.738
Structure (SMILES): CC[C@@H](C(=O)O)n1c2ccccc2c2cn[nH]c(=O)c21
Energy above the lowest of the compared OMol25 structures with the same formula, charge and spin, kJ/mol: 1090.30

---

(2)
The following is a DFT calculation (ωB97M-V with the def2-TZVPD basis set) of an isolated molecule of C14H13N3O5S.

Structure (XYZ):
```
36
Properties=species:S:1:pos:R:3:forces:R:3
C 3.9805 1.0079 1.7866 -0.20 -0.14 0.02
C 2.7149 1.2964 1.0720 -0.08 0.52 -0.65
C 2.4418 1.9833 -0.0741 -0.13 -0.33 0.47
C 1.0354 1.8471 -0.2186 0.64 -0.25 1.24
N 0.5378 1.1721 0.7846 -0.12 0.97 -0.85
O 1.5725 0.8131 1.5839 0.77 -0.26 0.25
N 0.2815 2.3566 -1.2407 0.32 0.50 -0.26
C -0.9453 1.9930 -1.7080 -0.21 0.15 0.01
O -1.3666 2.5162 -2.7165 -0.20 0.00 -0.06
C -1.7676 0.8760 -1.0431 -0.11 0.50 -0.08
N -1.5909 -0.3530 -1.7900 0.66 -0.35 0.39
S -0.1909 -1.1936 -1.4754 -0.20 -0.18 0.08
O 0.9903 -0.3776 -1.5808 -0.32 -0.20 0.02
O -0.2144 -2.3956 -2.2519 -0.21 -0.16 0.02
C -0.5548 -1.5696 0.2275 -0.09 0.22 -0.32
C -0.1656 -2.7839 0.7534 0.17 -0.07 -0.14
C -0.4753 -3.0938 2.0692 0.03 0.09 -0.04
C -1.1753 -2.1816 2.8439 0.06 -0.08 -0.02
C -1.5663 -0.9681 2.3086 0.00 0.16 -0.37
C -1.2622 -0.6451 0.9868 -0.20 -0.42 0.64
C -1.6762 0.6912 0.4758 -0.82 0.09 0.38
O -2.1414 1.5424 1.1995 -0.09 -0.20 -0.39
H -2.1060 -0.2413 2.8964 -0.04 0.06 0.04
H -1.4146 -2.4179 3.8699 -0.03 -0.02 0.08
H -0.1702 -4.0417 2.4858 0.02 -0.08 0.01
H 0.3694 -3.4721 0.1181 0.04 -0.17 -0.01
C -2.1678 -0.4219 -3.1138 0.05 -0.16 -0.54
H -1.8212 -1.3545 -3.5515 -0.19 0.00 -0.16
H -1.8665 0.4169 -3.7469 -0.03 -0.09 0.06
H -3.2559 -0.4379 -3.0301 0.03 0.00 0.02
H -2.8108 1.1915 -1.2113 0.34 -0.09 0.09
H 0.7739 2.9835 -1.8692 -0.24 -0.13 0.11
H 3.1208 2.4806 -0.7323 0.24 0.10 -0.13
H 4.3392 0.0158 1.5146 0.06 -0.04 0.02
H 4.7364 1.7394 1.5174 0.03 0.03 0.02
H 3.8117 1.0260 2.8604 0.06 0.03 0.07
```
Forces are in eV/Å.

Computed properties:
Frontier orbital gap, eV: 9.3
Highest occupied orbital energy, eV: -9.252
Structure (SMILES): Cc1cc(NC(=O)[C@@H]2C(=O)c3ccccc3S(=O)(=O)N2C)no1
Energy above the lowest of the compared OMol25 structures with the same formula, charge and spin, kJ/mol: 0.00

---

(3)
The following is a DFT calculation (ωB97M-V with the def2-TZVPD basis set) of a structure of composition C14H13N7O4.

Structure (XYZ):
```
38
Properties=species:S:1:pos:R:3:forces:R:3
C 2.6846 1.9703 0.9194 0.61 -0.03 -0.04
C 1.2573 2.1530 1.3010 -1.69 -0.21 -0.42
C 0.9847 2.8797 2.5640 0.41 0.51 0.83
N 0.3514 1.6943 0.5230 0.52 -0.60 -0.96
C -1.0690 1.7464 0.5489 0.68 0.35 0.70
C -1.7592 1.2254 -0.5426 0.40 -0.13 -0.14
C -3.1368 1.2426 -0.6008 0.05 -0.09 -0.14
C -3.8634 1.7890 0.4346 -0.33 0.06 0.08
C -3.2025 2.3144 1.5240 -0.14 0.05 0.09
C -1.8239 2.2906 1.5822 0.04 0.15 0.30
H 3.3550 2.3952 1.6660 -0.03 -0.04 -0.02
H 2.9334 0.9156 0.8181 0.02 -0.04 -0.13
H 2.8978 2.4582 -0.0306 -0.07 -0.10 -0.11
H 1.9151 3.1725 3.0537 -0.09 0.00 -0.02
H 0.4180 3.7924 2.3752 -0.12 -0.04 0.06
H 0.4388 2.2474 3.2653 -0.09 0.07 0.00
H -1.1906 0.8108 -1.3560 0.21 -0.09 -0.20
H -3.6490 0.8331 -1.4558 -0.02 -0.08 -0.17
H -4.9402 1.8083 0.3925 -0.16 0.00 -0.01
H -3.7686 2.7504 2.3312 -0.04 0.06 0.16
H -1.3364 2.7032 2.4427 -0.08 0.05 0.13
O 0.0266 -3.5756 -4.5586 0.00 0.15 1.82
N -0.2849 -3.8281 -3.3919 -0.87 -1.10 -1.96
O -1.0933 -4.7108 -3.0954 0.88 1.01 0.24
C 0.3151 -3.0647 -2.3105 0.50 0.70 1.22
C -0.0119 -3.3455 -1.0204 -0.41 -0.61 0.19
C 0.5481 -2.6363 0.0624 0.05 0.02 -0.97
N 0.1963 -2.9873 1.4259 -0.60 -0.60 2.10
O -0.2866 -4.1012 1.6432 0.54 1.24 -0.81
O 0.4033 -2.1606 2.3171 0.03 -0.60 -1.27
C 1.4364 -1.6321 -0.1379 0.57 0.71 -0.90
N 1.8277 -1.2993 -1.4251 -3.96 -4.08 3.58
N 2.7145 -0.3739 -1.8595 -2.73 -3.01 -0.93
N 2.5319 -0.6770 -3.0642 7.33 7.33 -7.21
N 1.7894 -1.5421 -3.6716 -1.14 -0.84 4.12
C 1.2558 -2.0269 -2.5418 -0.35 -0.33 0.74
H -0.7129 -4.1398 -0.8218 -0.10 -0.11 0.06
H 1.8482 -1.0915 0.6943 0.18 0.27 0.00
```
Forces are in eV/Å.

Computed properties:
Frontier orbital gap, eV: 7.2
Highest occupied orbital energy, eV: -9.031
Energy above the lowest of the compared OMol25 structures with the same formula, charge and spin, kJ/mol: 77.33

---

(4)
The following is a DFT calculation (ωB97M-V with the def2-TZVPD basis set) of a structure of composition C14H14BCl2F4NO2STi.

Structure (XYZ):
```
40
Properties=species:S:1:pos:R:3:forces:R:3
Ti -0.8608 -1.0549 -1.5069 -0.08 0.07 -0.45
O -0.9933 -1.9649 0.2787 0.07 0.31 -0.19
N -0.0064 -2.5532 0.9492 0.04 -0.05 0.03
C -0.3358 -3.1265 2.1278 0.01 0.03 -0.07
C 0.6026 -3.7686 2.8807 -0.04 -0.01 0.06
C 1.9202 -3.8228 2.4021 0.03 0.05 -0.10
C 2.2318 -3.2334 1.2074 0.10 -0.11 0.17
C 1.2588 -2.5671 0.4360 -0.17 0.17 -0.21
S 1.5618 -1.7742 -1.0271 -0.09 -0.05 -0.01
H -1.3792 -3.0169 2.3813 0.00 -0.02 0.03
H 0.3179 -4.2193 3.8195 -0.02 0.01 0.00
H 2.6873 -4.3283 2.9735 0.01 -0.01 0.00
H 3.2355 -3.2557 0.8088 0.00 0.00 0.01
F -1.1667 -3.0748 -2.4711 -0.07 -0.14 -0.03
B -0.7541 -2.7266 -3.8078 0.09 0.03 0.17
F -0.5390 -1.2753 -3.6289 0.14 0.09 0.26
F -1.7324 -2.9564 -4.7249 -0.05 0.02 -0.02
F 0.4439 -3.3150 -4.1167 0.01 -0.04 -0.03
Cl -3.1860 -0.6833 -1.9206 0.20 -0.02 0.15
C -3.9309 1.6040 0.8986 0.00 0.02 -0.05
Cl -2.8353 0.4686 1.4988 0.06 -0.03 0.12
H -4.8167 1.2166 0.4254 0.00 -0.01 -0.04
H -3.5464 2.5908 0.7028 0.00 0.02 0.00
C -0.1666 2.7893 -2.6171 0.00 -0.03 -0.02
C -0.0072 1.9191 -1.4076 0.00 0.14 0.01
O -0.3832 0.7049 -1.4856 -0.23 -0.43 0.18
C 0.5490 2.4028 -0.1687 0.00 -0.07 0.01
C 0.9533 3.7423 -0.0152 -0.02 -0.02 -0.02
C 1.4884 4.1931 1.1781 0.00 -0.01 0.02
C 1.6395 3.3312 2.2586 0.03 0.04 0.02
C 1.2401 2.0057 2.1235 -0.03 -0.03 -0.04
C 0.7043 1.5438 0.9364 0.01 0.03 0.05
H -0.5284 2.1773 -3.4417 -0.01 0.01 0.00
H 0.7791 3.2527 -2.9157 0.01 0.00 -0.01
H -0.8874 3.5970 -2.4511 0.00 0.02 0.01
H 0.8412 4.4319 -0.8420 0.00 0.00 -0.01
H 1.7914 5.2300 1.2665 0.00 0.00 0.01
H 2.0620 3.6861 3.1901 0.00 0.01 0.00
H 1.3481 1.3208 2.9565 0.00 0.00 0.01
H 0.3998 0.5094 0.8482 0.01 0.01 -0.02
```
Forces are in eV/Å.

Computed properties:
Frontier orbital gap (spin up / spin down), eV: 5.2 / 5.2
Highest occupied orbital energy (spin up / spin down), eV: -2.647 / -2.668
Energy above the lowest of the compared OMol25 structures with the same formula, charge and spin, kJ/mol: 5.27
Spin multiplicity: 2
Charge: -1